{"formula": "C39H55N9P2S", "method": "ωB97M-V/def2-TZVPD", "e_tot_ev": -84156.5519, "smiles": "CCP(C)#[PH]S.c1cc[nH]c1.c1cc[nH]c1.c1cc[nH]c1.c1cc[nH]c1.c1cc[nH]c1.c1cc[nH]c1.c1cc[nH]c1.c1cc[nH]c1.c1cc[nH]c1", "lumo_energy_ev": -0.19, "gap_ha": 0.291, "elements": ["C", "C", "P", "C", "P", "S", "H", "H", "H", "H", "H", "H", "H", "H", "H", "H", "N", "C", "C", "C", "C", "H", "H", "H", "H", "H", "N", "C", "C", "C", "C", "H", "H", "H", "H", "H", "N", "C", "C", "C", "C", "H", "H", "H", "H", "H", "N", "C", "C", "C", "C", "H", "H", "H", "H", "H", "N", "C", "C", "C", "C", "H", "H", "H", "H", "H", "N", "C", "C", "C", "C", "H", "H", "H", "H", "H", "N", "C", "C", "C", "C", "H", "H", "H", "H", "H", "N", "C", "C", "C", "C", "H", "H", "H", "H", "H", "N", "C", "C", "C", "C", "H", "H", "H", "H", "H"], "xyz": [[3.84, 4.12, -2.40], [2.45, 4.75, -2.49], [1.35, 4.36, -1.05], [-0.29, 4.89, -1.72], [1.41, 2.19, -1.19], [0.34, 1.58, -2.95], [4.55, 4.66, -3.02], [4.23, 4.11, -1.39], [3.83, 3.09, -2.76], [2.55, 5.84, -2.48], [1.96, 4.49, -3.42], [-0.95, 4.05, -1.91], [-0.78, 5.56, -1.01], [-0.15, 5.44, -2.66], [0.34, 2.01, -0.28], [0.14, 2.77, -3.55], [2.22, -1.26, -3.83], [2.88, -2.43, -3.57], [2.80, -3.21, -4.69], [2.06, -2.48, -5.66], [1.71, -1.29, -5.10], [2.11, -0.50, -3.19], [3.36, -2.60, -2.62], [3.24, -4.19, -4.81], [1.80, -2.80, -6.66], [1.15, -0.46, -5.49], [-1.52, -0.68, -0.41], [-2.19, -1.85, -0.67], [-2.28, -2.55, 0.50], [-1.64, -1.77, 1.51], [-1.19, -0.63, 0.91], [-1.31, 0.03, -1.09], [-2.54, -2.09, -1.66], [-2.75, -3.51, 0.63], [-1.54, -2.01, 2.56], [-0.67, 0.22, 1.32], [-0.63, -2.45, 5.10], [-1.72, -2.52, 5.92], [-1.61, -1.54, 6.86], [-0.40, -0.84, 6.60], [0.19, -1.43, 5.50], [-0.43, -3.06, 4.32], [-2.48, -3.27, 5.78], [-2.32, -1.33, 7.64], [0.00, -0.01, 7.15], [1.10, -1.21, 4.98], [-4.39, -4.91, 4.31], [-5.75, -4.88, 4.14], [-6.28, -5.99, 4.75], [-5.19, -6.72, 5.31], [-4.05, -6.03, 5.03], [-3.76, -4.22, 3.96], [-6.22, -4.08, 3.60], [-7.32, -6.26, 4.78], [-5.25, -7.64, 5.86], [-3.02, -6.24, 5.27], [8.02, -0.61, -1.88], [8.25, -1.09, -3.14], [7.04, -1.15, -3.79], [6.05, -0.70, -2.88], [6.68, -0.37, -1.71], [8.72, -0.47, -1.18], [9.24, -1.34, -3.47], [6.88, -1.48, -4.80], [4.99, -0.62, -3.07], [6.30, 0.00, -0.77], [-9.49, -7.72, 5.88], [-9.95, -8.25, 4.70], [-9.99, -9.61, 4.84], [-9.53, -9.91, 6.15], [-9.23, -8.73, 6.77], [-9.36, -6.74, 6.06], [-10.22, -7.61, 3.87], [-10.30, -10.31, 4.09], [-9.42, -10.89, 6.59], [-8.85, -8.52, 7.75], [1.58, 8.43, -1.96], [2.37, 9.01, -2.91], [2.83, 10.20, -2.41], [2.28, 10.35, -1.10], [1.51, 9.24, -0.85], [1.10, 7.56, -2.05], [2.55, 8.53, -3.86], [3.48, 10.89, -2.92], [2.44, 11.17, -0.42], [0.94, 8.96, 0.02], [-0.86, -4.10, -5.62], [-0.76, -4.62, -6.88], [-2.01, -4.65, -7.43], [-2.91, -4.13, -6.46], [-2.17, -3.80, -5.36], [-0.09, -3.93, -5.01], [0.19, -4.92, -7.28], [-2.26, -5.01, -8.42], [-3.98, -4.02, -6.56], [-2.46, -3.39, -4.41], [4.43, 9.05, 1.12], [5.06, 10.16, 1.61], [5.54, 9.85, 2.86], [5.20, 8.49, 3.12], [4.51, 8.03, 2.03], [3.97, 9.00, 0.23], [5.11, 11.07, 1.04], [6.09, 10.51, 3.50], [5.42, 7.93, 4.01], [4.07, 7.07, 1.82]]}